Entry 1:
# C4H11N2O

3 unconnected molecules or ions with the total composition C4H11N2O (wB97M-V/def2-TZVPD, OMol25).

Values from the calculation:
net charge: +1
relative energy (zero: lowest compared OMol25 entry of this formula, charge and spin): 431.3 kJ/mol

Cartesian coordinates (Å):
C (2.49, -0.16, -0.36)
C (-2.41, -1.11, -0.28)
C (-0.04, -1.65, 0.30)
C (-1.24, -1.21, 0.64)
N (2.88, -1.34, -0.50)
N (-0.03, 4.11, 0.32)
O (1.88, 0.71, 0.06)
H (-2.15, -1.13, -1.34)
H (-3.03, -2.02, -0.09)
H (-3.04, -0.17, -0.05)
H (0.08, -2.02, -0.68)
H (0.76, -1.92, 1.07)
H (-1.46, -0.87, 1.68)
H (2.23, -2.18, -0.58)
H (3.82, -1.48, -0.95)
H (-0.02, 3.28, -0.20)
H (-0.18, 4.96, -0.24)
H (-0.52, 4.20, 1.17)

---

Entry 2:
# C7H9ClF2N

A gas-phase ion, C7H9ClF2N (charge +1) (wB97M-V/def2-TZVPD, OMol25).

Values from the calculation:
net charge: +1
relative energy (zero: lowest compared OMol25 entry of this formula, charge and spin): 279.4 kJ/mol

Cartesian coordinates (Å):
C (-1.07, -0.23, -1.97)
C (-0.21, -1.21, -2.11)
C (-1.29, 0.53, -0.66)
C (1.84, -1.05, 0.78)
C (0.48, -0.41, 0.95)
C (-0.02, 0.85, 0.17)
C (0.64, -1.66, 0.27)
N (-0.23, 1.82, 1.33)
F (-1.82, 0.29, -3.01)
F (0.43, -1.88, -3.02)
Cl (0.21, -3.22, 0.59)
H (-1.79, 1.38, -0.97)
H (-1.99, 0.15, -0.05)
H (2.66, -0.55, 0.16)
H (2.32, -1.56, 1.54)
H (0.21, -0.59, 1.93)
H (0.74, 1.20, -0.68)
H (-0.58, 2.72, 0.97)
H (0.57, 1.80, 1.88)
H (-1.08, 1.63, 1.92)

---

Entry 3:
# C9H36N18O9

9 unconnected molecules or ions with the total composition C9H36N18O9 (wB97M-V/def2-TZVPD, OMol25).

Values from the calculation:
SMILES: NC(N)=O.NC(N)=O.NC(N)=O.NC(N)=O.NC(N)=O.NC(N)=O.NC(N)=O.NC(N)=O.NC(N)=O
net charge: 0
relative energy (zero: lowest compared OMol25 entry of this formula, charge and spin): 110.4 kJ/mol

Cartesian coordinates (Å):
N (4.46, 0.27, -0.35)
C (4.34, -0.83, -1.18)
N (3.31, -1.68, -0.85)
O (5.05, -1.04, -2.16)
H (3.72, 0.34, 0.33)
H (4.88, 1.10, -0.70)
H (2.78, -1.50, -0.02)
H (3.35, -2.57, -1.31)
N (0.03, 1.44, 4.89)
C (-0.21, 1.64, 3.56)
N (0.76, 1.15, 2.72)
O (-1.31, 1.98, 3.13)
H (0.81, 1.00, 5.33)
H (-0.77, 1.59, 5.48)
H (1.63, 0.87, 3.13)
H (0.43, 0.90, 1.80)
N (2.74, 5.01, -0.75)
C (2.05, 3.87, -0.42)
N (2.76, 2.71, -0.43)
O (0.85, 3.92, -0.17)
H (3.72, 4.97, -0.96)
H (2.34, 5.92, -0.64)
H (3.75, 2.80, -0.47)
H (2.18, 1.88, -0.26)
N (-0.78, -0.55, -0.45)
C (0.03, 0.50, -0.30)
N (-0.61, 1.70, -0.29)
O (1.23, 0.43, 0.04)
H (-0.36, -1.45, -0.59)
H (-1.71, -0.44, -0.84)
H (-0.08, 2.55, -0.14)
H (-1.59, 1.79, -0.43)
N (-2.54, 4.97, -3.85)
C (-2.55, 4.29, -2.66)
N (-1.36, 4.23, -2.02)
O (-3.53, 3.71, -2.18)
H (-1.68, 5.38, -4.16)
H (-3.31, 4.83, -4.47)
H (-0.51, 4.43, -2.51)
H (-1.41, 3.60, -1.24)
N (-1.20, -2.66, -4.21)
C (-1.30, -3.01, -2.89)
N (-0.11, -3.47, -2.37)
O (-2.31, -2.84, -2.21)
H (-1.99, -2.30, -4.71)
H (-0.48, -3.01, -4.81)
H (0.77, -3.18, -2.72)
H (-0.27, -3.79, -1.42)
N (-0.26, -2.38, 4.11)
C (1.08, -2.04, 4.04)
N (1.54, -1.98, 2.75)
O (1.79, -1.78, 5.00)
H (-0.66, -2.31, 5.02)
H (-0.61, -2.91, 3.34)
H (2.47, -1.66, 2.56)
H (1.00, -2.27, 1.94)
N (-1.18, -5.04, 1.22)
C (-0.06, -4.30, 1.06)
N (1.13, -4.92, 1.30)
O (-0.17, -3.12, 0.65)
H (-2.00, -4.60, 0.83)
H (-1.07, -5.99, 1.51)
H (1.97, -4.39, 1.18)
H (1.08, -5.88, 1.55)
N (-3.68, -0.17, -1.66)
C (-4.13, 0.15, -0.40)
N (-4.19, 1.50, -0.17)
O (-4.38, -0.68, 0.46)
H (-3.60, 0.51, -2.40)
H (-3.56, -1.11, -2.02)
H (-3.92, 2.14, -0.90)
H (-4.58, 1.78, 0.71)

---

Entry 4:
# CH4O2PS

2 unconnected molecules or ions with the total composition CH4O2PS (wB97M-V/def2-TZVPD, OMol25).

Values from the calculation:
net charge: -1
relative energy (zero: lowest compared OMol25 entry of this formula, charge and spin): 405.4 kJ/mol

Cartesian coordinates (Å):
C (-0.48, 0.97, -0.03)
O (1.41, -0.13, -1.69)
O (-0.92, -2.32, 0.75)
P (1.15, -0.01, -0.26)
S (2.71, 0.03, 0.91)
H (-0.84, 1.46, -0.90)
H (-1.18, 0.08, 0.07)
H (-0.34, 1.63, 0.86)
H (-1.51, -1.72, 0.30)

---

Entry 5:
# C2H4ClN5

2 unconnected molecules or ions with the total composition C2H4ClN5 (wB97M-V/def2-TZVPD, OMol25).

Values from the calculation:
electronic energy: -22103.8095 eV
2S+1: 3
net charge: 0

Cartesian coordinates (Å):
C (-0.74, 0.65, -1.83)
C (-0.62, -1.07, -0.58)
N (-1.35, -0.38, -2.39)
N (-1.34, -1.44, -1.62)
N (-0.28, 0.26, -0.58)
N (0.34, 0.89, 0.45)
N (0.16, -2.26, 1.22)
Cl (1.68, -2.83, 0.78)
H (-0.53, 1.61, -2.12)
H (0.85, 1.64, -0.02)
H (0.96, 0.34, 1.04)
H (-0.49, -3.00, 1.16)

---

Entry 6:
# C7H14N2

2 unconnected molecules or ions with the total composition C7H14N2 (wB97M-V/def2-TZVPD, OMol25).

Values from the calculation:
2S+1: 2
net charge: +1
relative energy (zero: lowest compared OMol25 entry of this formula, charge and spin): 34.2 kJ/mol

Cartesian coordinates (Å):
C (0.87, 2.73, 0.06)
C (-1.97, 1.29, 1.58)
C (-0.45, 2.24, 0.43)
C (-1.72, 2.61, -0.12)
N (-0.67, 1.40, 1.46)
N (-2.65, 1.94, 0.55)
H (-2.40, 0.61, 2.29)
H (-3.59, 2.32, 0.64)
H (-1.96, 3.26, -0.95)
H (1.07, 3.66, 0.61)
H (0.97, 2.95, -1.01)
H (1.64, 2.04, 0.39)
C (0.58, -2.18, -0.21)
C (1.90, -1.52, -0.65)
C (0.39, -3.62, -0.70)
H (0.54, -2.05, 0.87)
H (-0.24, -1.60, -0.66)
H (2.70, -2.27, -0.67)
H (2.13, -0.69, 0.01)
H (-0.42, -4.05, -0.10)
H (0.16, -3.70, -1.75)
H (1.87, -1.17, -1.69)
H (1.25, -4.19, -0.35)

---

Repeat the third record exactly.
# C9H36N18O9

9 unconnected molecules or ions with the total composition C9H36N18O9 (wB97M-V/def2-TZVPD, OMol25).

Values from the calculation:
SMILES: NC(N)=O.NC(N)=O.NC(N)=O.NC(N)=O.NC(N)=O.NC(N)=O.NC(N)=O.NC(N)=O.NC(N)=O
net charge: 0
relative energy (zero: lowest compared OMol25 entry of this formula, charge and spin): 110.4 kJ/mol

Cartesian coordinates (Å):
N (4.46, 0.27, -0.35)
C (4.34, -0.83, -1.18)
N (3.31, -1.68, -0.85)
O (5.05, -1.04, -2.16)
H (3.72, 0.34, 0.33)
H (4.88, 1.10, -0.70)
H (2.78, -1.50, -0.02)
H (3.35, -2.57, -1.31)
N (0.03, 1.44, 4.89)
C (-0.21, 1.64, 3.56)
N (0.76, 1.15, 2.72)
O (-1.31, 1.98, 3.13)
H (0.81, 1.00, 5.33)
H (-0.77, 1.59, 5.48)
H (1.63, 0.87, 3.13)
H (0.43, 0.90, 1.80)
N (2.74, 5.01, -0.75)
C (2.05, 3.87, -0.42)
N (2.76, 2.71, -0.43)
O (0.85, 3.92, -0.17)
H (3.72, 4.97, -0.96)
H (2.34, 5.92, -0.64)
H (3.75, 2.80, -0.47)
H (2.18, 1.88, -0.26)
N (-0.78, -0.55, -0.45)
C (0.03, 0.50, -0.30)
N (-0.61, 1.70, -0.29)
O (1.23, 0.43, 0.04)
H (-0.36, -1.45, -0.59)
H (-1.71, -0.44, -0.84)
H (-0.08, 2.55, -0.14)
H (-1.59, 1.79, -0.43)
N (-2.54, 4.97, -3.85)
C (-2.55, 4.29, -2.66)
N (-1.36, 4.23, -2.02)
O (-3.53, 3.71, -2.18)
H (-1.68, 5.38, -4.16)
H (-3.31, 4.83, -4.47)
H (-0.51, 4.43, -2.51)
H (-1.41, 3.60, -1.24)
N (-1.20, -2.66, -4.21)
C (-1.30, -3.01, -2.89)
N (-0.11, -3.47, -2.37)
O (-2.31, -2.84, -2.21)
H (-1.99, -2.30, -4.71)
H (-0.48, -3.01, -4.81)
H (0.77, -3.18, -2.72)
H (-0.27, -3.79, -1.42)
N (-0.26, -2.38, 4.11)
C (1.08, -2.04, 4.04)
N (1.54, -1.98, 2.75)
O (1.79, -1.78, 5.00)
H (-0.66, -2.31, 5.02)
H (-0.61, -2.91, 3.34)
H (2.47, -1.66, 2.56)
H (1.00, -2.27, 1.94)
N (-1.18, -5.04, 1.22)
C (-0.06, -4.30, 1.06)
N (1.13, -4.92, 1.30)
O (-0.17, -3.12, 0.65)
H (-2.00, -4.60, 0.83)
H (-1.07, -5.99, 1.51)
H (1.97, -4.39, 1.18)
H (1.08, -5.88, 1.55)
N (-3.68, -0.17, -1.66)
C (-4.13, 0.15, -0.40)
N (-4.19, 1.50, -0.17)
O (-4.38, -0.68, 0.46)
H (-3.60, 0.51, -2.40)
H (-3.56, -1.11, -2.02)
H (-3.92, 2.14, -0.90)
H (-4.58, 1.78, 0.71)

---

Among the records above, which one has the lowest net charge?
CH4O2PS